{
  "formula": "C15H36N2O16P3",
  "method": "ωB97M-V/def2-TZVPD",
  "mol_weight_da": 593.37,
  "total_charge": -1,
  "homo_lumo_gap_ev": 5.11,
  "elements": ["C", "C", "O", "N", "N", "C", "C", "O", "O", "C", "C", "O", "H", "H", "H", "H", "H", "H", "H", "H", "H", "C", "O", "P", "O", "O", "C", "O", "C", "H", "H", "H", "H", "H", "H", "H", "H", "H", "C", "O", "P", "O", "O", "C", "O", "C", "H", "H", "H", "H", "H", "H", "H", "H", "H", "C", "O", "P", "O", "O", "C", "O", "C", "H", "H", "H", "H", "H", "H", "H", "H", "H"],
  "xyz": [[1.67833, -2.00326, 0.97676], [0.83222, -1.62790, -0.22065], [0.22657, -2.50014, -0.80391], [0.74769, -0.28756, -0.71341], [-0.48776, 0.38993, -0.42218], [-0.99988, 0.19625, 0.93814], [-2.06342, 1.28589, 1.19522], [-1.89897, 2.07179, 2.13911], [-2.99313, 1.26346, 0.37246], [1.87233, 0.56784, -0.44364], [1.99805, 1.36379, 0.83018], [2.72554, 0.66899, -1.29838], [2.40741, -2.74141, 0.63720], [1.03774, -2.52578, 1.68567], [2.20132, -1.18382, 1.45791], [-1.17548, 0.06515, -1.08881], [-1.51980, -0.76353, 1.07417], [-0.22488, 0.26315, 1.69526], [1.69422, 0.81792, 1.71769], [1.38348, 2.26642, 0.81540], [3.03672, 1.67970, 0.90106], [6.99133, 2.16616, 2.93019], [5.70881, 1.80846, 3.47329], [5.61789, 1.01367, 4.92740], [4.31162, 0.34424, 4.73883], [5.51157, 2.44418, 5.70677], [4.44560, 3.32274, 5.34601], [6.17544, 0.45070, 6.34569], [5.91039, -0.92299, 6.66896], [6.81659, 2.67820, 1.98787], [7.52575, 2.83629, 3.60924], [7.59666, 1.27893, 2.74130], [3.61078, 2.77725, 4.90685], [4.79967, 4.07846, 4.64338], [4.11165, 3.81363, 6.25791], [6.11523, -1.58925, 5.83380], [4.87099, -1.02280, 6.97149], [6.55996, -1.18250, 7.50248], [2.51873, 1.26812, -7.06045], [1.38815, 0.92232, -6.24799], [0.79848, -0.58512, -6.31760], [-0.61396, -0.48197, -5.93607], [1.76674, -1.21938, -5.21944], [1.60451, -0.82686, -3.83909], [1.00695, -1.81136, -7.31760], [-0.07064, -2.12739, -8.21238], [2.76326, 2.30679, -6.85523], [3.37953, 0.64288, -6.81072], [2.28474, 1.16405, -8.12136], [0.59729, -0.46898, -3.63680], [2.32554, -0.05399, -3.59031], [1.79517, -1.70185, -3.22455], [-0.47405, -1.24029, -8.69614], [-0.85817, -2.63535, -7.66114], [0.33221, -2.79773, -8.96892], [-6.35933, 1.25033, 0.49361], [-7.43651, 0.57372, 1.21028], [-7.91021, -0.86749, 0.72058], [-9.31072, -1.02133, 1.15110], [-6.86343, -1.73998, 1.57642], [-7.02851, -1.77909, 2.98968], [-7.65002, -1.71765, -0.59808], [-8.72627, -1.84216, -1.53721], [-6.17688, 2.19745, 0.98851], [-5.43962, 0.66438, 0.51437], [-6.65607, 1.43779, -0.53837], [-8.05800, -1.56335, 3.27725], [-6.35584, -1.06192, 3.46203], [-6.76826, -2.78290, 3.32129], [-9.20973, -0.88750, -1.73400], [-9.45667, -2.55303, -1.15737], [-8.29665, -2.22342, -2.46104]],
  "atomic_forces_ev_per_a": [[0.33, -0.08, -0.28], [-0.14, -0.66, -0.88], [-0.14, 0.38, 0.44], [0.06, -0.05, 0.99], [0.45, -0.10, 0.09], [-0.55, -0.15, 0.43], [0.08, 0.26, -0.01], [0.38, 0.05, 0.53], [-0.81, -0.23, -0.71], [0.23, 0.51, -0.55], [-0.07, 0.29, 0.08], [-0.09, -0.35, 0.43], [0.05, 0.05, 0.00], [-0.10, 0.18, 0.05], [-0.05, 0.01, 0.06], [-0.03, 0.19, -0.09], [0.18, -0.12, -0.14], [0.20, 0.11, -0.20], [0.09, -0.03, 0.01], [-0.19, -0.14, -0.22], [0.02, -0.08, 0.10], [-0.07, 0.22, 0.06], [2.79, -1.93, -0.35], [-6.02, 3.74, 2.21], [0.69, -1.06, -0.37], [0.14, 0.15, 0.28], [0.19, 0.16, -0.20], [2.20, -1.17, -1.48], [0.20, -0.20, 0.08], [-0.08, -0.01, 0.01], [-0.01, 0.00, -0.01], [0.01, 0.02, -0.07], [0.01, -0.03, -0.01], [-0.05, 0.00, -0.04], [0.04, -0.02, 0.03], [-0.07, -0.03, 0.00], [-0.05, 0.05, -0.14], [0.06, 0.08, -0.04], [0.14, -0.01, 0.19], [0.20, -0.41, -2.39], [-0.83, -1.08, 4.41], [-0.22, 0.24, -0.65], [-0.08, -0.38, -0.17], [0.19, 0.22, 0.01], [0.68, 1.38, -1.34], [0.00, -0.12, -0.18], [-0.05, 0.00, 0.06], [-0.02, 0.00, -0.01], [0.01, 0.01, 0.00], [-0.03, -0.03, -0.08], [-0.03, 0.03, 0.00], [-0.02, -0.05, -0.07], [-0.05, 0.01, 0.04], [-0.04, 0.11, 0.06], [0.09, 0.03, 0.03], [0.31, -0.10, 0.07], [0.19, 0.44, -2.35], [-0.57, -2.22, 3.68], [-0.22, 0.29, -0.47], [-0.14, -0.35, -0.25], [0.19, 0.18, 0.11], [0.46, 1.65, -0.81], [0.03, -0.05, -0.23], [-0.05, -0.05, 0.11], [0.03, 0.07, 0.04], [-0.03, 0.00, 0.02], [-0.01, 0.00, -0.05], [-0.02, 0.02, 0.00], [0.02, -0.01, -0.03], [-0.04, 0.00, 0.03], [-0.04, 0.08, 0.09], [0.09, 0.04, 0.04]]
}



{
  "formula": "C15H36O9P2S2TeV",
  "method": "ωB97M-V/def2-TZVPD",
  "mol_weight_da": 665.07,
  "total_charge": 0,
  "homo_lumo_gap_ev": [6.93, 7.57],
  "e_above_lowest_kcal_mol": 9.0,
  "multiplicity": 4,
  "s_squared": 3.761,
  "elements": ["V", "C", "C", "C", "O", "P", "O", "C", "P", "O", "O", "C", "C", "C", "O", "C", "C", "C", "O", "C", "C", "C", "H", "H", "H", "H", "H", "H", "H", "H", "H", "H", "H", "H", "H", "H", "H", "H", "H", "H", "H", "H", "H", "H", "H", "H", "H", "H", "H", "H", "H", "H", "O", "S", "O", "O", "S", "C", "Te", "C", "H", "H", "H", "H", "H", "H"],
  "xyz": [[-0.14498, 2.11584, 0.85401], [4.94466, -2.06774, -0.43422], [3.51496, -1.94243, -0.90390], [3.36119, -2.27776, -2.36973], [3.11356, -0.55221, -0.70235], [1.75619, -0.12654, -0.01049], [1.72953, 1.37006, 0.05436], [0.42614, -0.85317, -1.00951], [-1.22791, -0.15320, -0.87513], [-1.13141, 1.33542, -1.04806], [-1.87608, -0.58809, 0.45048], [-2.29915, -1.94131, 0.84559], [-3.76594, -1.84462, 1.17311], [-1.43341, -2.34320, 2.01172], [-2.07404, -0.89099, -1.97554], [-2.65692, -0.21572, -3.14413], [-3.97981, 0.39214, -2.73733], [-2.76516, -1.26596, -4.22037], [1.64308, -0.93727, 1.30940], [2.64370, -0.90407, 2.40497], [2.37055, -2.13785, 3.22319], [2.52676, 0.38306, 3.17804], [5.30784, -3.07942, -0.61972], [5.04436, -1.86002, 0.63021], [5.57597, -1.36452, -0.98104], [2.87023, -2.58379, -0.29564], [3.94699, -1.58220, -2.97368], [2.32301, -2.22854, -2.69835], [3.72411, -3.28998, -2.55782], [0.39498, -1.92990, -0.82063], [0.71270, -0.66823, -2.04831], [-2.15069, -2.60640, -0.00680], [-3.91689, -1.11632, 1.97208], [-4.13349, -2.81830, 1.50352], [-4.34185, -1.52867, 0.30234], [-1.52635, -1.60973, 2.81418], [-0.37966, -2.39240, 1.73040], [-1.75075, -3.32479, 2.37025], [-1.97300, 0.57444, -3.45576], [-4.70730, -0.39021, -2.51006], [-4.37105, 1.00381, -3.55404], [-3.87103, 1.03419, -1.86213], [-3.48952, -2.03302, -3.93777], [-1.80277, -1.74701, -4.39905], [-3.09636, -0.80727, -5.15336], [3.62068, -0.97208, 1.92969], [1.40786, -2.04650, 3.73114], [3.15100, -2.25363, 3.97785], [2.35565, -3.03289, 2.59835], [1.53079, 0.49511, 3.60613], [2.71273, 1.25773, 2.55659], [3.26973, 0.36093, 3.98005], [-2.05257, 2.48950, 1.68496], [-1.28351, 2.11449, 2.93588], [-0.60315, 0.81421, 2.54485], [-2.05860, 2.06089, 4.13948], [0.28900, 3.41261, 2.84042], [0.72187, 5.88926, -0.25456], [0.10348, 4.03155, -1.02108], [-1.92967, 4.58781, -1.09900], [0.33726, 5.99521, 0.75751], [0.33641, 6.66670, -0.90839], [1.80943, 5.92097, -0.24421], [-2.13598, 5.13921, -2.01025], [-2.13238, 5.18963, -0.21688], [-2.51498, 3.67320, -1.05150]],
  "atomic_forces_ev_per_a": [[0.22, -0.16, -1.17], [0.17, 0.02, -0.02], [-0.11, 0.17, 0.10], [0.03, -0.05, -0.16], [0.04, -0.14, -0.10], [0.10, 0.73, -0.39], [-0.12, -1.05, 0.15], [0.13, -0.10, 0.04], [0.08, 0.92, -0.22], [-0.13, -1.10, 0.48], [-0.12, -0.22, 0.37], [0.15, 0.37, -0.09], [-0.15, 0.02, 0.09], [0.05, -0.12, 0.15], [0.04, 0.00, -0.51], [0.10, -0.01, 0.23], [-0.15, 0.05, -0.04], [-0.08, -0.09, -0.13], [0.05, -0.22, 0.41], [-0.26, 0.15, -0.22], [-0.06, -0.11, 0.15], [0.03, 0.06, 0.19], [0.00, 0.01, 0.00], [-0.03, 0.00, -0.03], [-0.02, -0.04, 0.01], [-0.04, 0.03, 0.02], [-0.01, -0.03, 0.03], [0.01, 0.01, 0.04], [-0.01, 0.03, 0.01], [0.03, 0.01, -0.12], [0.03, -0.11, -0.02], [0.05, -0.02, -0.09], [0.01, -0.04, -0.02], [-0.01, 0.04, -0.01], [0.03, -0.02, 0.01], [-0.01, -0.01, -0.05], [-0.08, 0.00, -0.01], [0.03, 0.01, 0.02], [0.11, 0.01, 0.09], [0.03, 0.02, 0.00], [0.00, -0.07, 0.02], [0.07, -0.02, -0.04], [0.04, 0.03, 0.01], [-0.01, 0.05, 0.01], [-0.02, -0.01, 0.03], [0.08, -0.02, -0.09], [0.05, 0.00, -0.04], [-0.05, 0.00, -0.02], [0.03, 0.02, 0.01], [0.03, -0.05, -0.03], [0.03, -0.03, -0.03], [-0.05, 0.06, -0.01], [0.28, -0.06, 0.58], [-0.40, -0.17, 0.07], [-0.25, 0.50, 0.12], [0.10, 0.00, 0.02], [-0.06, 0.14, 0.65], [0.08, 0.18, 0.22], [0.20, 0.22, -0.76], [-0.16, 0.00, 0.05], [0.02, 0.04, -0.01], [0.04, 0.08, 0.04], [-0.03, 0.02, 0.01], [-0.05, 0.05, -0.02], [-0.07, -0.01, 0.01], [-0.02, 0.01, 0.00]]
}



no.,strongest force on any atom (Eh/bohr)
1,0.144
2,0.024